# 1
This record from the Open Molecules 2025 dataset describes 2 unconnected molecules or ions with the total composition C6H12N. The level of theory is ωB97M-V with the def2-TZVPD basis set.

Structure (ORCA input):
```
! RIJCOSX wB97M-V def2-TZVPD def2/J DEFGRID3
* xyz 1 1
C 0.821 -0.800 -2.827
C -0.228 -0.554 -2.206
C -0.871 1.035 1.214
C 0.169 -1.180 0.872
C 1.333 0.803 -0.051
C 0.165 0.262 0.575
N -1.336 -0.404 -1.425
H 1.758 -1.073 -3.282
H -0.389 1.511 2.150
H -1.279 1.809 0.552
H -1.795 0.388 1.335
H 0.575 -1.399 1.860
H 0.842 -1.857 0.197
H -0.931 -1.477 0.863
H 2.251 0.305 0.120
H 1.157 0.671 -1.108
H 1.247 1.899 0.335
H -1.448 -1.175 -0.871
H -2.092 0.114 -1.865
*
```

* largest force on an atom: 4.4 eV/A
* energy relative to the best compared isomer or geometry (same formula, charge and spin): 102.4 kcal/mol
* HOMO-LUMO gap: 7.9 eV
* LUMO: -0.201 hartree

# 2
This record from the Open Molecules 2025 dataset describes a molecular structure, C3H3FeLiO2. The level of theory is ωB97M-V with the def2-TZVPD basis set.

Structure (ORCA input):
```
! RIJCOSX wB97M-V def2-TZVPD def2/J DEFGRID3
* xyz 1 6
O -0.001 0.475 -3.423
Li 0.410 1.317 -4.834
C -0.361 -0.459 0.062
C 0.719 -0.452 0.890
O -1.272 -0.012 1.073
C -0.186 -0.079 2.030
H 1.766 -0.734 0.803
H -0.022 0.896 2.515
H -0.379 -0.841 2.802
Fe -0.674 -0.111 -1.917
*
```

* largest force on an atom: 3.5 eV/A
* <S²>: 8.792
* energy relative to the best compared isomer or geometry (same formula, charge and spin): 34.2 kcal/mol
* HOMO-LUMO gap (alpha / beta): 10.2 / 6.0 eV
* LUMO (alpha / beta): -0.126 / -0.254 hartree

# 3
This record from the Open Molecules 2025 dataset describes a gas-phase ion, C8H16N3 (charge +1). The level of theory is ωB97M-V with the def2-TZVPD basis set.

Structure (ORCA input):
```
! RIJCOSX wB97M-V def2-TZVPD def2/J DEFGRID3
* xyz 1 3
C -3.009 -0.424 0.380
C -2.649 1.012 0.360
C -0.788 -1.363 -0.199
C 2.142 -0.975 0.120
C 1.581 1.467 -0.194
C 0.542 0.071 1.696
C 0.015 0.161 -2.066
C 1.059 0.107 0.305
N -2.145 -1.350 0.183
N -1.536 1.468 0.143
N -0.076 -0.219 -0.619
H -4.077 -0.558 0.645
H -3.587 1.660 0.652
H -0.265 -1.803 0.597
H -0.681 -2.192 -0.907
H 2.363 -0.945 -0.976
H 3.000 -0.665 0.834
H 1.639 -1.982 0.311
H 0.735 2.135 -0.313
H 2.326 1.509 -0.993
H 2.123 1.811 0.735
H 1.067 0.773 2.542
H -0.509 0.408 1.684
H 0.627 -0.904 2.255
H 0.437 1.191 -2.196
H 0.658 -0.633 -2.427
H -0.992 0.239 -2.549
*
```

* largest force on an atom: 4.5 eV/A
* <S²>: 2.020
* energy relative to the best compared isomer or geometry (same formula, charge and spin): 31.5 kcal/mol
* HOMO-LUMO gap (alpha / beta): 9.1 / 7.1 eV
* LUMO (alpha / beta): -0.150 / -0.259 hartree

# 4
This record from the Open Molecules 2025 dataset describes a molecular structure, CH8N4S. The level of theory is ωB97M-V with the def2-TZVPD basis set.

Structure (ORCA input):
```
! RIJCOSX wB97M-V def2-TZVPD def2/J DEFGRID3
* xyz 2 1
C 0.662 0.128 0.675
N 1.209 0.773 -0.333
N -0.645 -0.014 0.773
N 2.471 1.134 -0.543
N -1.443 0.162 -0.220
S -3.047 0.323 -0.323
H -1.221 -2.545 -1.212
H 1.252 -0.225 1.488
H 0.387 1.078 -0.998
H -0.892 -0.421 1.708
H 2.873 1.600 -1.418
H 3.235 0.609 0.157
H -1.390 -2.259 -0.494
H -3.451 -0.345 0.738
*
```

* largest force on an atom: 5.0 eV/A
* energy relative to the best compared isomer or geometry (same formula, charge and spin): 55.7 kcal/mol
* HOMO-LUMO gap (alpha / beta): 7.2 / 6.8 eV
* LUMO (alpha / beta): -0.422 / -0.426 hartree

# 5
This record from the Open Molecules 2025 dataset describes C6H7NO2 in the gas phase. The level of theory is ωB97M-V with the def2-TZVPD basis set.

Structure (ORCA input):
```
! RIJCOSX wB97M-V def2-TZVPD def2/J DEFGRID3
* xyz 0 1
C 1.566 -0.799 -0.043
C -0.660 -1.307 -0.282
C -2.001 -0.861 0.188
C -0.930 0.090 0.062
C 0.642 1.746 0.346
C 1.080 0.538 -0.388
H -0.675 -1.602 -1.431
H -2.476 -0.758 1.235
H -2.585 -0.785 -0.932
H -0.403 0.172 1.105
H 0.246 1.455 1.413
H 1.148 2.889 0.066
H 2.078 0.875 -0.967
N -0.345 1.146 -0.575
O 2.695 -0.971 0.098
O 0.621 -1.829 0.106
*
```

* SMILES: O=C1O[C@H]2C[C@@H]2N2C[C@@H]12
* largest force on an atom: 6.2 eV/A
* energy relative to the best compared isomer or geometry (same formula, charge and spin): 171.8 kcal/mol
* HOMO-LUMO gap: 10.4 eV
* LUMO: 0.030 hartree

# 6
This record from the Open Molecules 2025 dataset describes 10 unconnected molecules or ions with the total composition C4H30N3O9. The level of theory is ωB97M-V with the def2-TZVPD basis set.

Structure (ORCA input):
```
! RIJCOSX wB97M-V def2-TZVPD def2/J DEFGRID3
* xyz 1 1
C -0.330 -1.248 2.852
C -0.557 -2.016 1.490
C -0.144 -1.361 0.154
N -0.793 -0.010 -0.018
C -0.435 0.848 -0.932
N 0.141 0.494 -2.092
N -0.579 2.219 -0.757
H -0.819 -1.737 3.625
H -0.579 -0.262 2.638
H 0.755 -1.171 3.118
H 0.219 -2.901 1.581
H -1.565 -2.468 1.288
H 0.953 -1.274 0.105
H -0.574 -2.116 -0.656
H -1.362 0.289 0.821
H 0.382 -0.538 -2.442
H 0.541 1.235 -2.694
H 0.034 2.940 -1.170
H -1.151 2.593 0.089
H -3.893 3.032 -0.154
H -3.675 1.786 -0.964
O -3.562 2.200 -0.115
H -1.744 -3.259 -3.095
H -0.311 -4.060 -2.790
O -0.896 -3.317 -2.526
H -3.202 0.223 2.414
H -3.519 1.030 1.039
O -2.761 0.665 1.585
H 3.062 -0.023 1.283
H 2.322 1.128 0.845
O 2.880 0.439 0.472
H 3.109 1.664 -1.737
H 3.017 1.413 -3.210
O 2.851 2.089 -2.602
H -1.622 3.637 2.404
H -1.832 2.077 1.902
O -1.312 2.877 1.809
H 1.166 2.275 2.787
H 0.174 1.960 1.826
O 1.000 1.630 2.082
H 2.101 -3.842 -0.976
H 2.347 -3.461 -2.248
O 1.567 -3.369 -1.598
H 2.734 -0.257 -1.205
H 3.203 -1.476 -2.160
O 2.662 -0.578 -2.066
*
```

* largest force on an atom: 5.8 eV/A
* energy relative to the best compared isomer or geometry (same formula, charge and spin): 60.1 kcal/mol
* HOMO-LUMO gap: 10.0 eV
* LUMO: -0.094 hartree

# 7
This record from the Open Molecules 2025 dataset describes a molecular structure, C14H19ClN4O2Tc. The level of theory is ωB97M-V with the def2-TZVPD basis set.

Structure (ORCA input):
```
! RIJCOSX wB97M-V def2-TZVPD def2/J DEFGRID3
* xyz 2 4
Cl -1.270 3.199 -3.398
C -0.617 -1.155 -2.188
C 0.812 -1.344 -2.027
C 1.468 -0.287 -2.746
H 1.303 -2.148 -1.504
C 0.469 0.540 -3.395
C -0.812 0.020 -3.003
H -1.749 0.475 -3.334
H -1.392 -1.805 -1.815
H 2.545 -0.126 -2.855
C 0.758 1.590 -4.405
Tc 0.238 0.666 -1.260
C 1.946 1.567 -0.922
O 2.966 2.117 -0.725
C -1.302 1.866 -1.051
O -2.200 2.596 -0.861
H 1.699 2.079 -4.160
H -0.041 2.376 -4.261
H 0.739 1.255 -5.454
C -0.029 1.031 1.843
N -0.042 -0.084 0.822
C -1.371 -0.794 0.973
N -1.559 -1.307 2.307
C -1.528 -0.185 3.274
N -0.232 0.534 3.196
C 0.832 -0.443 3.534
N 0.833 -1.567 2.569
C 1.047 -1.057 1.238
C -0.474 -2.259 2.639
H -0.826 1.747 1.594
H 0.939 1.551 1.783
H -1.444 -1.616 0.243
H -2.165 -0.068 0.750
H -1.657 -0.592 4.292
H -2.330 0.518 3.007
H 1.803 0.067 3.464
H 0.648 -0.844 4.545
H 1.098 -1.893 0.523
H 2.005 -0.519 1.206
H -0.628 -2.634 3.666
H -0.480 -3.067 1.893
*
```

* largest force on an atom: 7.8 eV/A
* <S²>: 3.771
* energy relative to the best compared isomer or geometry (same formula, charge and spin): 9.8 kcal/mol
* HOMO-LUMO gap (alpha / beta): 7.6 / 4.3 eV
* LUMO (alpha / beta): -0.285 / -0.403 hartree